# 1
# C21H20AlClNPS

A molecular structure, C21H20AlClNPS (ωB97M-V/def2-TZVPD, the Open Molecules 2025 dataset).

Output
- LUMO energy: -8.058 eV
- Kohn-Sham gap: 7.209 eV
- HOMO energy: -15.3 eV
- Total charge: +2

Atoms and positions in Å:
Al (-1.911, 0.557, 1.739)
Cl (-3.644, 0.624, 3.261)
P (-0.424, -0.258, 0.380)
C (1.357, 0.086, 0.607)
C (2.278, 0.290, -0.424)
C (3.622, 0.525, -0.128)
C (4.056, 0.556, 1.196)
C (3.138, 0.370, 2.233)
C (1.797, 0.146, 1.940)
C (-0.558, -2.045, 0.769)
C (-1.857, -2.585, 0.760)
C (-2.070, -3.915, 1.115)
C (-0.989, -4.721, 1.476)
C (0.303, -4.194, 1.482)
C (0.521, -2.860, 1.134)
C (-0.746, -0.244, -1.424)
C (-1.813, 0.530, -1.896)
C (-2.141, 0.530, -3.251)
C (-1.412, -0.256, -4.144)
C (-0.366, -1.056, -3.676)
C (-0.038, -1.057, -2.322)
H (-2.697, -1.955, 0.471)
H (-3.077, -4.320, 1.111)
H (-1.153, -5.759, 1.753)
H (1.146, -4.821, 1.760)
H (1.527, -2.452, 1.148)
H (1.947, 0.284, -1.457)
H (4.328, 0.693, -0.937)
H (5.103, 0.737, 1.422)
H (3.467, 0.409, 3.267)
H (1.066, 0.026, 2.738)
H (-2.388, 1.115, -1.181)
H (-2.970, 1.135, -3.606)
H (-1.667, -0.260, -5.200)
H (0.187, -1.687, -4.367)
H (0.754, -1.705, -1.958)
H (4.416, 4.137, -3.629)
H (3.890, 4.140, -4.155)
S (-0.528, 4.703, 1.785)
C (-2.107, 4.663, 1.208)
C (-2.527, 3.339, 1.200)
N (-1.599, 2.448, 1.641)
C (-0.439, 3.040, 2.003)
H (-2.694, 5.517, 0.898)
H (-3.513, 3.041, 0.870)
H (0.423, 2.512, 2.385)

=====

# 2
# C2H7BO2

2 unconnected molecules or ions with the total composition C2H7BO2 (ωB97M-V/def2-TZVPD, the Open Molecules 2025 dataset).

Output
- LUMO energy (alpha / beta): -0.766 / -1.560 eV
- Kohn-Sham gap (alpha / beta): 9.792 / 8.004 eV
- HOMO energy (alpha / beta): -10.6 / -9.6 eV
- Total charge: 0

Atoms and positions in Å:
B (1.401, 1.391, -0.021)
C (-1.580, 0.377, 0.540)
C (1.074, -0.959, -0.349)
O (0.172, 1.910, 0.091)
O (1.954, 0.187, -0.172)
H (2.215, 2.205, -0.129)
H (-1.216, -0.163, -0.349)
H (-2.178, 1.194, 0.383)
H (-1.502, 0.054, 1.569)
H (1.829, -1.693, -0.614)
H (0.383, -0.564, -1.106)
H (0.532, -1.049, 0.602)

=====

# 3
# C20H12Cl3F3N3O7SY

A molecular structure, C20H12Cl3F3N3O7SY (ωB97M-V/def2-TZVPD, the Open Molecules 2025 dataset).

Output
- LUMO energy (alpha / beta): 2.367 / 2.367 eV
- 2S+1: 2
- Kohn-Sham gap (alpha / beta): 5.281 / 7.530 eV
- HOMO energy (alpha / beta): -2.9 / -5.2 eV
- Total charge: -1

Atoms and positions in Å:
Y (0.082, -0.567, 0.611)
O (3.816, 1.500, -0.973)
C (2.712, 1.060, -0.303)
O (2.002, 0.147, -0.825)
C (2.415, 1.648, 0.935)
C (3.188, 2.621, 1.624)
C (2.782, 3.022, 2.864)
C (1.621, 2.459, 3.461)
C (0.926, 1.512, 2.748)
N (1.278, 1.133, 1.515)
C (-0.279, 0.759, 3.311)
O (-0.942, 1.277, 4.201)
O (-0.483, -0.384, 2.749)
H (3.871, 0.931, -1.753)
H (4.085, 3.011, 1.161)
H (3.361, 3.759, 3.407)
H (1.280, 2.733, 4.449)
O (-1.620, 0.926, 0.529)
N (-2.685, 0.615, 1.270)
C (-3.299, 1.619, 1.927)
C (-4.423, 1.409, 2.672)
C (-4.927, 0.110, 2.762)
C (-4.278, -0.910, 2.115)
C (-3.113, -0.679, 1.359)
S (-2.266, -1.950, 0.577)
H (-2.816, 2.577, 1.815)
H (-4.875, 2.239, 3.195)
H (-5.811, -0.095, 3.354)
H (-4.614, -1.935, 2.180)
Cl (1.817, -5.398, 0.778)
C (2.764, -3.901, 0.632)
Cl (3.528, -3.834, -0.980)
Cl (4.019, -3.884, 1.869)
C (1.798, -2.667, 0.761)
O (2.038, -1.804, 1.607)
O (0.834, -2.652, -0.055)
F (-1.185, -0.869, -6.665)
C (-0.056, -0.451, -6.066)
F (0.226, 0.764, -6.558)
F (0.923, -1.281, -6.459)
C (-0.206, -0.443, -4.570)
C (-0.308, -1.645, -3.894)
C (-0.491, -1.604, -2.522)
N (-0.516, -0.468, -1.832)
C (-0.410, 0.677, -2.491)
C (-0.272, 0.743, -3.868)
H (-0.258, -2.591, -4.416)
H (-0.601, -2.514, -1.949)
H (-0.437, 1.578, -1.888)
H (-0.196, 1.697, -4.370)

=====

# 4
# C12H20IN2O

2 unconnected molecules or ions with the total composition C12H20IN2O (ωB97M-V/def2-TZVPD, the Open Molecules 2025 dataset).

Output
- LUMO energy: -5.427 eV
- Kohn-Sham gap: 6.155 eV
- HOMO energy: -11.6 eV
- Total charge: +1

Atoms and positions in Å:
C (0.292, 0.127, 0.731)
C (0.351, 0.702, -0.750)
C (-0.842, 1.693, -1.124)
C (-1.154, 2.790, -0.021)
N (-2.633, 2.883, 0.332)
I (-3.051, 4.696, 1.246)
C (-3.136, 1.673, 1.068)
C (-4.501, 1.181, 0.208)
C (-4.730, -0.475, 0.207)
O (-4.214, 0.436, -1.027)
H (1.143, -0.626, 0.839)
H (0.496, 0.926, 1.512)
H (-0.652, -0.456, 0.966)
H (1.370, 1.186, -0.894)
H (0.330, -0.202, -1.442)
H (-1.762, 1.056, -1.355)
H (-0.561, 2.168, -2.121)
H (-0.568, 2.689, 0.935)
H (-0.898, 3.808, -0.466)
H (-3.122, 2.890, -0.584)
H (-3.487, 1.867, 2.118)
H (-2.403, 0.827, 0.956)
H (-5.456, 1.860, 0.276)
H (-4.150, -1.280, -0.326)
H (-3.984, -0.496, 1.111)
N (2.775, -3.351, -0.008)
C (3.457, -2.711, 0.952)
C (4.774, -2.301, 0.820)
C (5.429, -2.571, -0.372)
C (4.746, -3.235, -1.381)
C (3.429, -3.599, -1.151)
H (2.903, -2.526, 1.867)
H (5.275, -1.784, 1.629)
H (6.460, -2.268, -0.514)
H (5.225, -3.463, -2.324)
H (2.853, -4.116, -1.911)

=====

Q: Look up the total charge of the second one.
A: 0

=====

Q: Look up the total charge of the first one.
A: +2

=====

Q: The lowest total charge belongs to which entry?
A: C20H12Cl3F3N3O7SY